# C45H99BBrN6O2S2

A cluster of 5 separate species, C45H99BBrN6O2S2 in total (wB97M-V/def2-TZVPD, OMol25).

Cartesian coordinates (Å):
C: 5.9957 0.3671 2.1666
C: 4.5915 0.7659 1.5807
C: 4.6948 1.2998 0.1040
C: 3.7032 2.5148 -0.0420
C: 3.1437 2.5986 -1.4972
C: 2.6342 4.0073 -1.9414
B: 1.0963 4.3697 -1.4374
C: 0.6033 5.6339 -2.4102
C: -0.9419 5.5910 -2.6910
C: -1.7853 5.6447 -1.3840
C: -3.2116 6.2334 -1.5710
N: -4.0193 5.8422 -0.3835
C: -3.9260 6.8194 0.7177
C: -3.1835 6.1925 1.9483
C: -3.3709 7.0096 3.2461
C: -2.5905 8.3727 3.2581
C: -5.3554 5.5090 -0.7111
S: -6.3077 6.3339 -1.7524
S: -5.9426 4.0008 0.1211
C: -4.7460 2.7504 -0.5143
C: -4.8786 1.4163 0.2776
C: -3.6559 0.4880 0.0263
C: 1.0279 4.7331 0.1663
C: 1.7326 6.0389 0.5349
O: 2.8441 6.3033 0.3534
Br: 0.6170 7.4320 1.4800
N: 0.2045 3.1393 -1.8712
C: -0.1641 2.4549 -0.9888
O: -0.5320 1.8597 -0.0656
H: 6.7983 0.9436 1.6729
H: 6.1511 -0.7253 2.0525
H: 5.9945 0.5796 3.2553
H: 3.8855 -0.0824 1.6193
H: 4.2333 1.6107 2.2006
H: 4.4532 0.5209 -0.6412
H: 5.7068 1.7123 -0.0701
H: 2.8395 2.2514 0.6088
H: 4.1418 3.4709 0.2937
H: 2.4080 1.7818 -1.6234
H: 3.9997 2.3428 -2.1711
H: 2.6483 4.0018 -3.0559
H: 3.3832 4.7648 -1.6311
H: 1.0712 5.5095 -3.4148
H: 0.9334 6.6296 -2.0439
H: -1.1970 4.7286 -3.3327
H: -1.2165 6.4991 -3.2850
H: -1.9290 4.6034 -1.0271
H: -1.2388 6.2545 -0.6414
H: -3.6511 5.8676 -2.5190
H: -3.1603 7.3394 -1.6604
H: -3.4045 7.7542 0.4465
H: -4.9465 7.0489 1.0943
H: -2.1196 6.0172 1.6927
H: -3.6103 5.1839 2.1400
H: -3.0170 6.4475 4.1345
H: -4.4407 7.2314 3.4306
H: -3.0496 9.1217 3.9298
H: -1.5778 8.1828 3.6668
H: -2.4591 8.7621 2.2323
H: -3.7010 3.1120 -0.4534
H: -5.0282 2.5569 -1.5667
H: -5.8141 0.9106 -0.0376
H: -4.9425 1.6358 1.3626
H: -3.6370 0.1437 -1.0286
H: -3.7015 -0.4040 0.6779
H: -2.7258 1.0566 0.2224
H: 1.4989 3.9590 0.8150
H: -0.0067 4.8303 0.5611
C: 2.9827 -5.0888 3.9686
C: 2.9695 -4.0581 2.8485
N: 3.4153 -4.5872 1.5711
C: 3.6775 -3.5524 0.5801
C: 2.4960 -2.7041 0.1049
C: 2.7044 -5.7568 1.0811
C: 1.1883 -5.6464 0.8874
H: 3.9672 -5.5503 4.0696
H: 2.7414 -4.6051 4.9179
H: 2.2422 -5.8758 3.8088
H: 3.6445 -3.2496 3.1436
H: 1.9641 -3.6171 2.7832
H: 4.1600 -4.0064 -0.2911
H: 4.4324 -2.8757 0.9962
H: 1.8468 -3.2591 -0.5729
H: 2.8676 -1.8393 -0.4511
H: 1.8965 -2.3233 0.9327
H: 2.8970 -6.5848 1.7710
H: 3.1585 -6.0826 0.1406
H: 0.6944 -5.1572 1.7289
H: 0.7570 -6.6467 0.7966
H: 0.9322 -5.1067 -0.0234
C: 4.8195 -8.0643 6.0485
C: 4.3475 -8.5739 7.4034
N: 3.8429 -7.5299 8.2808
C: 3.6689 -7.9728 9.6561
C: 2.6270 -9.0611 9.9318
C: 2.7656 -6.7065 7.7489
C: 1.4839 -7.4126 7.2962
H: 5.5640 -7.2740 6.1610
H: 5.2802 -8.8810 5.4889
H: 3.9950 -7.6826 5.4436
H: 5.2079 -9.0454 7.8876
H: 3.6036 -9.3686 7.2434
H: 3.4472 -7.1047 10.2845
H: 4.6383 -8.3369 10.0137
H: 1.6108 -8.6719 9.8763
H: 2.7619 -9.4481 10.9453
H: 2.7170 -9.9058 9.2478
H: 3.1557 -6.1392 6.8986
H: 2.5047 -5.9382 8.4825
H: 1.6867 -8.3047 6.7008
H: 0.8942 -6.7356 6.6734
H: 0.8553 -7.6960 8.1394
C: -3.4402 3.2439 -4.0809
C: -3.4158 2.1903 -5.1779
N: -3.9093 2.6717 -6.4569
C: -4.1544 1.6058 -7.4153
C: -2.9531 0.7869 -7.8983
C: -3.2522 3.8558 -6.9880
C: -1.7378 3.7970 -7.2109
H: -4.4394 3.6721 -3.9668
H: -3.1589 2.7891 -3.1286
H: -2.7347 4.0519 -4.2732
H: -4.0548 1.3640 -4.8490
H: -2.3962 1.7850 -5.2568
H: -4.6719 2.0214 -8.2861
H: -4.8749 0.9130 -6.9658
H: -2.3387 1.3469 -8.6029
H: -3.3058 -0.1043 -8.4253
H: -2.3228 0.4483 -7.0750
H: -3.4611 4.6909 -6.3128
H: -3.7377 4.1434 -7.9258
H: -1.2091 3.3462 -6.3692
H: -1.3464 4.8097 -7.3322
H: -1.4802 3.2464 -8.1153
C: -0.3291 -1.4183 -1.5210
C: -0.2863 -2.6502 -2.4136
N: -1.5976 -3.2195 -2.6793
C: -1.5393 -4.5417 -3.2824
C: -0.9230 -4.6651 -4.6793
C: -2.5824 -2.3131 -3.2497
C: -2.2418 -1.6224 -4.5745
H: -0.8506 -1.6264 -0.5847
H: 0.6873 -1.1052 -1.2749
H: -0.8171 -0.5741 -2.0116
H: 0.3206 -3.4030 -1.8999
H: 0.2480 -2.3979 -3.3415
H: -2.5469 -4.9693 -3.3020
H: -0.9726 -5.1914 -2.6060
H: -1.5927 -4.2877 -5.4517
H: -0.7404 -5.7190 -4.9069
H: 0.0327 -4.1460 -4.7592
H: -2.7957 -1.5362 -2.5099
H: -3.5332 -2.8434 -3.3613
H: -1.2251 -1.2252 -4.5887
H: -2.9196 -0.7799 -4.7329
H: -2.3629 -2.2915 -5.4261

Cartesian forces (eV/Å) of the 3 atoms listed first:
-1.0 -0.4 0.2
1.4 0.4 -0.5
-0.6 1.1 1.0

Total charge   -1
Orbital gap   7.35 eV
Maximum force   2.93 eV/A
HOMO energy   -0.204 Ha
LUMO energy   1.81 eV

# C9H20BrN2

The ion C9H20BrN2 with charge +1 (wB97M-V/def2-TZVPD, OMol25).

Cartesian coordinates (Å):
C: -0.2219 -0.5915 0.4193
C: 0.3115 -1.0554 -1.0989
C: -1.1078 1.8019 0.3159
C: 0.7166 -1.1246 1.4958
C: -1.5537 -1.1668 0.7161
C: 0.2815 -2.4888 -1.2328
C: 1.7489 -0.4677 -1.3348
C: -0.9876 3.2446 0.6558
C: 1.0454 1.5446 1.0733
N: -0.2228 0.9323 0.6024
N: -0.4186 -0.4889 -2.2207
Br: -2.6896 1.3543 -0.5707
H: 0.5482 -0.4638 2.3310
H: 1.7945 -1.0293 1.3460
H: 0.2981 -2.1372 1.8588
H: -1.4569 -2.1108 1.1373
H: -2.2667 -1.3807 -0.1173
H: -2.0368 -0.3728 1.3834
H: 0.7246 -3.0571 -0.3993
H: 0.9422 -2.7542 -2.1225
H: -0.8641 -2.8449 -1.3695
H: 1.8091 0.6397 -1.5104
H: 1.9840 -0.8215 -2.2671
H: 2.5369 -0.7993 -0.4942
H: -1.9214 3.8034 0.1136
H: -0.0968 3.8907 0.2629
H: -1.0451 3.3870 1.7982
H: 0.9664 2.0341 1.9479
H: 1.6923 0.6352 1.2668
H: 1.3612 2.1655 0.3246
H: -0.4585 0.5491 -2.0489
H: -1.4129 -0.8274 -2.2622

Cartesian forces (eV/Å) of the 3 atoms listed first:
1.5 -0.8 -2.1
0.9 4.1 1.1
-0.8 0.1 -0.6

Total charge   +1
Energy above the lowest of the compared OMol25 structures with the same formula, charge and spin   2.5345 eV
Orbital gap   8.68 eV
Maximum force   5.14 eV/A
HOMO energy   -0.472 Ha
LUMO energy   -4.17 eV